(1)
2 unconnected molecules or ions with the total composition CHCl2NO5 at a distorted geometry, computed with wB97M-V/def2-TZVPD.

```
10
Properties=species:S:1:pos:R:3
N 2.01 2.59 0.00
O 3.13 2.54 0.58
O 1.63 1.57 -0.66
O 1.28 3.60 0.09
C -1.48 -2.01 -0.09
O -0.51 -1.04 0.38
O -0.77 0.15 -0.13
Cl -0.59 -3.52 0.09
Cl -2.97 -2.02 0.87
H -1.73 -1.86 -1.13
```

Computed properties:
Energy above the lowest of the compared OMol25 structures with the same formula, charge and spin = 7.17 kcal/mol
Spin multiplicity = 1
Max |F| = 2.9 eV/Å
E_LUMO (spin up / spin down) = -1.56 / -4.51 eV
Kohn-Sham gap (spin up / spin down) = 9.64 / 6.98 eV
HOMO energy (spin up / spin down) = -11.20 / -11.49 eV

Mulliken population analysis, charges in e, atoms 1 to 2:
1 N 1.04
2 O -0.35

(2)
A single C3H2Br2 molecule at a distorted geometry, computed with wB97M-V/def2-TZVPD.

```
7
Properties=species:S:1:pos:R:3
C 0.34 -0.07 1.00
C -0.34 0.86 -0.02
C -0.08 -0.63 -0.26
Br -1.24 2.25 -0.62
Br 1.22 -1.19 -1.58
H 1.10 -0.02 1.88
H -0.99 -1.19 -0.40
```

Computed properties:
Energy above the lowest of the compared OMol25 structures with the same formula, charge and spin = 25.14 kcal/mol
Spin multiplicity = 1
Structure (SMILES) = BrC1=C[C@@H]1Br
Max |F| = 9.7 eV/Å
E_LUMO = -0.07 eV
Kohn-Sham gap = 8.85 eV
HOMO energy = -8.92 eV

Mulliken population analysis, charges in e, atoms 1 to 2:
1 C -0.13
2 C -0.15

(3)
A single C21H18ClN3O3 molecule at a distorted geometry, computed with wB97M-V/def2-TZVPD.

```
46
Properties=species:S:1:pos:R:3
C 0.63 1.12 -4.67
C 1.49 0.70 -3.54
C 1.31 0.78 -2.18
C 2.51 0.20 -1.65
N 3.30 -0.16 -2.63
O 2.69 0.16 -3.79
C 2.86 -0.05 -0.25
C 4.04 0.45 0.28
C 4.35 0.23 1.61
C 3.49 -0.50 2.42
C 2.32 -1.03 1.89
C 2.01 -0.81 0.56
Cl 0.57 -1.50 -0.11
H 1.64 -1.59 2.51
H 3.73 -0.67 3.46
H 5.27 0.62 2.02
H 4.70 1.01 -0.36
C 0.17 1.41 -1.50
O -0.93 1.52 -2.02
N 0.45 1.93 -0.28
H 1.34 1.74 0.16
C -0.52 2.69 0.47
H -1.35 2.89 -0.22
H -0.08 3.64 0.78
C -1.05 1.97 1.72
N -1.63 0.69 1.43
C -1.29 -0.44 2.11
O -0.44 -0.50 2.98
C -2.15 -1.51 1.57
C -2.20 -2.86 1.89
C -3.11 -3.65 1.21
C -3.94 -3.11 0.24
C -3.89 -1.76 -0.08
C -2.99 -0.96 0.60
C -2.70 0.50 0.47
H -2.37 0.75 -0.55
H -3.57 1.12 0.71
H -4.54 -1.34 -0.84
H -4.64 -3.75 -0.28
H -3.17 -4.71 1.44
H -1.55 -3.26 2.64
H -0.23 1.77 2.42
H -1.78 2.62 2.20
H 0.44 0.27 -5.32
H -0.30 1.50 -4.27
H 1.13 1.89 -5.26
```

Computed properties:
Energy above the lowest of the compared OMol25 structures with the same formula, charge and spin = 9.11 kcal/mol
Spin multiplicity = 1
Structure (SMILES) = Cc1onc(-c2ccccc2Cl)c1C(=O)NCCN1Cc2ccccc2C1=O
Max |F| = 1.3 eV/Å
E_LUMO = 0.69 eV
Kohn-Sham gap = 9.79 eV
HOMO energy = -9.10 eV

Mulliken population analysis, charges in e, atoms 1 to 2:
1 C -1.35
2 C -0.28

(4)
A molecular structure, C12H12BIrN8Se, computed with wB97M-V/def2-TZVPD.

```
35
Properties=species:S:1:pos:R:3
Ir 1.79 1.69 1.40
C -1.52 3.20 -0.75
C -0.39 3.42 0.03
N 0.17 2.24 0.32
N -0.56 1.27 -0.26
C -1.59 1.83 -0.91
B -0.15 -0.24 -0.16
N 1.31 -0.35 -0.70
C 1.90 -1.13 -1.62
C 3.25 -0.86 -1.63
C 3.44 0.12 -0.66
N 2.26 0.41 -0.10
N -0.08 -0.61 1.36
C -0.49 -1.68 2.06
C -0.05 -1.55 3.36
C 0.67 -0.37 3.39
N 0.64 0.19 2.17
N -1.16 -1.07 -0.88
C -2.41 -1.43 -0.50
C -3.07 -1.90 -1.60
C -2.14 -1.77 -2.65
N -1.01 -1.24 -2.22
H -2.19 3.94 -1.15
H 0.04 4.33 0.40
H -2.28 1.21 -1.46
H 1.30 -1.79 -2.22
H 4.00 -1.30 -2.26
H 4.33 0.62 -0.34
H -1.07 -2.46 1.59
H -0.23 -2.23 4.18
H 1.20 0.12 4.19
H -2.76 -1.30 0.52
H -4.07 -2.29 -1.64
H -2.25 -2.03 -3.69
Se 3.17 3.01 2.45
```

Computed properties:
Spin multiplicity = 2
Charge = +1
Max |F| = 0.2 eV/Å
E_LUMO (spin up / spin down) = -4.80 / -6.42 eV
Kohn-Sham gap (spin up / spin down) = 7.58 / 5.94 eV
HOMO energy (spin up / spin down) = -12.38 / -12.36 eV

Mulliken population analysis, charges in e, atoms 1 to 2:
1 Ir 1.22
2 C -1.02

(5)
A gas-phase ion, C5H12N2 (charge +2) at a distorted geometry, computed with wB97M-V/def2-TZVPD.

```
19
Properties=species:S:1:pos:R:3
C -0.75 -0.34 -1.81
C -0.42 0.62 -0.68
C 0.53 -0.04 0.28
C 1.28 0.44 1.26
N 1.74 -0.44 2.30
C 1.43 -0.31 3.54
N -1.90 0.12 -2.70
H 0.09 -0.52 -2.48
H -1.06 -1.33 -1.46
H 0.02 1.49 -1.15
H -1.27 1.07 -0.16
H 0.26 -1.08 0.45
H 1.74 1.40 1.35
H 2.02 -1.38 2.02
H 1.95 -0.87 4.31
H 0.86 0.57 3.79
H -2.73 0.43 -2.19
H -1.55 0.82 -3.36
H -2.24 -0.64 -3.30
```

Computed properties:
Energy above the lowest of the compared OMol25 structures with the same formula, charge and spin = 12.79 kcal/mol
Spin multiplicity = 1
Structure (SMILES) = C=[NH+]/C=C/CC[NH3+]
Charge = +2
Max |F| = 2.1 eV/Å
E_LUMO = -8.41 eV
Kohn-Sham gap = 9.92 eV
HOMO energy = -18.33 eV

Mulliken population analysis, charges in e, atoms 1 to 2:
1 C -0.80
2 C -0.40

(6)
A single C7H12 molecule, computed with wB97M-V/def2-TZVPD.

```
19
Properties=species:S:1:pos:R:3
C 2.37 0.40 -0.72
C 1.11 -0.47 -0.80
C 0.28 -0.41 0.48
C -0.47 0.92 0.80
C -1.83 0.24 0.85
C -1.95 -0.60 -0.40
C -0.97 -1.36 0.45
H 2.94 0.34 -1.65
H 3.02 0.06 0.09
H 2.12 1.45 -0.54
H 0.50 -0.15 -1.66
H 1.38 -1.51 -0.99
H 0.93 -0.69 1.32
H -0.40 1.70 0.03
H -0.16 1.35 1.75
H -2.74 0.65 1.31
H -2.92 -1.08 -0.54
H -1.60 -0.10 -1.30
H -1.60 -0.70 1.60
```

Computed properties:
Energy above the lowest of the compared OMol25 structures with the same formula, charge and spin = 92.39 kcal/mol
Spin multiplicity = 1
Max |F| = 0.2 eV/Å
E_LUMO = 1.02 eV
Kohn-Sham gap = 9.01 eV
HOMO energy = -7.99 eV

Mulliken population analysis, charges in e, atoms 1 to 2:
1 C -1.21
2 C -0.49

(7)
A gas-phase ion, C3H7N2S (charge +1) at a distorted geometry, computed with wB97M-V/def2-TZVPD.

```
13
Properties=species:S:1:pos:R:3
C -0.86 1.44 -0.17
C 0.45 0.90 0.37
C 0.31 -1.67 -0.06
N -2.01 0.90 -0.14
N 0.99 -0.42 -0.18
S -2.60 -0.46 0.27
H -1.02 2.45 -0.45
H 1.31 1.50 0.18
H 0.25 0.72 1.39
H -0.51 -1.88 -0.66
H 0.61 -2.47 0.46
H 1.19 -0.35 -1.11
H 1.89 -0.66 0.11
```

Computed properties:
Energy above the lowest of the compared OMol25 structures with the same formula, charge and spin = 126.72 kcal/mol
Spin multiplicity = 1
Charge = +1
Max |F| = 3.8 eV/Å
E_LUMO (spin up / spin down) = -5.51 / -5.30 eV
Kohn-Sham gap (spin up / spin down) = 7.54 / 7.63 eV
HOMO energy (spin up / spin down) = -13.05 / -12.93 eV

Mulliken population analysis, charges in e, atoms 1 to 2:
1 C -0.10
2 C -0.52

(8)
2 unconnected molecules or ions with the total composition C4H9NO3 at a distorted geometry, computed with wB97M-V/def2-TZVPD.

```
17
Properties=species:S:1:pos:R:3
C -1.32 -0.59 -0.40
O -2.36 0.14 -0.10
C 0.02 0.23 -0.34
C 1.22 -0.64 -0.50
C 2.45 -0.11 -0.09
O 3.57 -0.92 -0.36
O 2.60 1.05 0.33
N 0.06 1.01 0.94
H -1.37 -1.08 -1.45
H -1.25 -1.46 0.33
H -0.11 0.93 -1.12
H -4.35 0.78 0.58
H 1.23 -1.57 -1.04
H 4.39 -0.35 -0.41
H 1.01 1.02 1.37
H -5.12 0.81 0.63
H -0.67 0.74 1.63
```

Computed properties:
Energy above the lowest of the compared OMol25 structures with the same formula, charge and spin = 176.83 kcal/mol
Spin multiplicity = 1
Max |F| = 5.1 eV/Å
E_LUMO = -3.88 eV
Kohn-Sham gap = 4.93 eV
HOMO energy = -8.81 eV

Mulliken population analysis, charges in e, atoms 1 to 2:
1 C -0.70
2 O -0.48